{
  "formula": "C24H29N3O2S",
  "method": "ωB97M-V/def2-TZVPD",
  "smiles": "CCCC1=Nc2cc(C(=O)NCCN3CCOCC3)ccc2Sc2ccc(C)cc21",
  "relative_energy_ev": 1.434,
  "total_energy_ha": -1644.88820,
  "e_homo_ev": -8.39,
  "total_charge": 0,
  "homo_lumo_gap_ha": 0.32094,
  "multiplicity": 1,
  "elements": ["C", "C", "C", "C", "N", "C", "C", "C", "C", "O", "N", "C", "C", "N", "C", "C", "O", "C", "C", "C", "C", "C", "S", "C", "C", "C", "C", "C", "C", "C", "H", "H", "H", "H", "H", "H", "H", "H", "H", "H", "H", "H", "H", "H", "H", "H", "H", "H", "H", "H", "H", "H", "H", "H", "H", "H", "H", "H", "H"],
  "coordinates": [[5.218, -0.179, -3.276], [5.087, -1.482, -2.499], [3.658, -1.696, -1.990], [3.254, -0.645, -0.999], [2.190, 0.004, -1.231], [1.669, 1.043, -0.505], [0.291, 1.048, -0.273], [-0.326, 2.123, 0.346], [-1.794, 2.142, 0.628], [-2.263, 2.648, 1.627], [-2.555, 1.581, -0.343], [-3.988, 1.458, -0.242], [-4.407, -0.007, -0.062], [-5.828, -0.122, 0.200], [-6.639, 0.011, -0.998], [-8.117, -0.003, -0.607], [-8.459, -1.188, 0.071], [-7.664, -1.337, 1.224], [-6.176, -1.361, 0.876], [0.433, 3.223, 0.740], [1.793, 3.244, 0.503], [2.410, 2.164, -0.105], [4.169, 2.223, -0.393], [4.579, 0.775, 0.571], [5.402, 0.919, 1.676], [5.752, -0.187, 2.425], [5.277, -1.451, 2.088], [5.642, -2.641, 2.922], [4.464, -1.582, 0.974], [4.108, -0.483, 0.196], [4.539, -0.172, -4.126], [6.234, -0.057, -3.645], [4.979, 0.672, -2.643], [5.356, -2.321, -3.145], [5.778, -1.476, -1.653], [3.592, -2.677, -1.512], [2.954, -1.670, -2.822], [-0.264, 0.167, -0.560], [-2.106, 1.186, -1.154], [-4.298, 2.030, 0.634], [-4.450, 1.888, -1.135], [-4.103, -0.594, -0.948], [-3.870, -0.401, 0.805], [-6.410, 0.958, -1.488], [-6.444, -0.814, -1.707], [-8.752, 0.038, -1.494], [-8.323, 0.867, 0.034], [-7.968, -2.277, 1.688], [-7.854, -0.505, 1.918], [-5.592, -1.440, 1.795], [-5.968, -2.242, 0.242], [-0.058, 4.050, 1.227], [2.392, 4.093, 0.795], [5.768, 1.900, 1.934], [6.397, -0.071, 3.284], [5.161, -2.575, 3.897], [6.718, -2.676, 3.085], [5.328, -3.565, 2.445], [4.085, -2.558, 0.707]],
  "forces_ev_per_a": [[0.11, -0.17, 0.11], [-0.10, 0.04, -0.10], [0.27, -0.14, -0.06], [-0.23, -0.13, -0.05], [0.04, -0.59, -0.81], [-0.24, 0.80, 0.54], [0.09, 0.09, 0.11], [0.36, 0.03, 0.16], [0.00, -0.07, -0.20], [-0.01, 0.16, 0.23], [-0.07, -0.27, -0.36], [-0.20, -0.17, 0.17], [0.00, 0.27, 0.06], [0.06, -0.07, -0.03], [-0.34, 0.03, 0.10], [0.18, 0.21, -0.29], [-0.08, -0.12, -0.09], [0.32, -0.17, 0.20], [-0.33, 0.02, 0.08], [-0.12, -0.01, -0.03], [-0.22, 0.03, 0.05], [0.41, -0.16, -0.15], [-0.24, -0.27, 0.15], [-0.03, 0.33, -0.32], [0.05, -0.07, 0.07], [-0.03, -0.04, -0.08], [0.00, 0.03, -0.04], [-0.02, 0.01, 0.06], [-0.04, 0.07, -0.05], [0.18, 0.32, 0.35], [-0.08, 0.05, -0.11], [0.08, 0.07, -0.07], [-0.03, 0.13, -0.01], [0.04, -0.04, 0.08], [0.04, -0.09, -0.03], [-0.05, -0.07, 0.00], [-0.05, -0.02, 0.09], [-0.07, -0.06, -0.09], [0.08, 0.15, 0.09], [-0.03, -0.05, -0.16], [0.00, 0.02, 0.10], [0.01, -0.04, 0.08], [0.03, 0.00, -0.06], [-0.03, -0.01, -0.07], [0.01, 0.07, 0.01], [0.05, 0.07, 0.05], [0.00, -0.04, -0.08], [0.05, 0.08, 0.04], [0.02, -0.08, -0.01], [0.00, -0.04, -0.01], [0.01, 0.02, 0.06], [-0.06, 0.07, 0.06], [0.04, 0.07, 0.05], [0.01, 0.09, 0.06], [0.08, 0.01, 0.10], [0.00, -0.07, 0.07], [0.06, -0.07, 0.03], [0.01, -0.08, 0.01], [0.00, -0.13, -0.03]],
  "lowdin_charge": [-0.097, -0.244, -0.141, -0.264, 0.166, -0.267, 0.037, -0.133, -0.456, 0.073, 0.063, -0.157, -0.186, -0.178, -0.171, -0.199, -0.133, -0.199, -0.173, -0.014, -0.085, -0.430, 1.022, -0.437, -0.081, -0.033, -0.263, -0.047, 0.019, -0.169, 0.078, 0.072, 0.032, 0.107, 0.105, 0.112, 0.119, 0.119, 0.133, 0.126, 0.115, 0.125, 0.124, 0.116, 0.131, 0.125, 0.128, 0.125, 0.127, 0.124, 0.131, 0.119, 0.104, 0.104, 0.116, 0.086, 0.082, 0.075, 0.121]
}